Record 1
Entry from the Open Molecules 2025 dataset: a cluster of 7 separate species, H14O7 in total (ωB97M-V with the def2-TZVPD basis set).

Values from the calculation:
* lowest unoccupied orbital energy: 0.12 eV
* gap between HOMO and LUMO: 11.3 eV
* SMILES: O.O.O.O.O.O.O
* HOMO energy: -11.17 eV
* total energy: -535.0615 a.u.
* maximum force: 1.77 eV/A

The geometry in XYZ format:
```
21
H14O7, DFT ωB97M-V with the def2-TZVPD basis set
O 2.1688 0.1714 0.9184
O -1.4034 0.2642 0.7392
O 0.9812 2.5175 0.4351
O 0.8923 -0.6584 -1.4921
H 3.0461 0.0820 1.2706
H 1.8355 -0.3549 0.1712
H -0.8211 0.6875 0.0764
H -0.8157 0.4652 1.4832
H 1.9197 2.5242 0.2156
H 0.9940 1.6966 0.9638
H 1.1200 0.1096 -2.0141
H 0.0238 -1.0484 -1.6421
O -3.8688 0.2749 2.2846
O -2.0666 -0.4706 -2.0018
O 3.1056 -2.2300 -0.7722
H -2.0311 -0.7534 -1.0736
H -2.3625 0.4486 -1.9921
H -4.7046 0.2884 1.8037
H -3.1933 0.2264 1.5957
H 2.9080 -2.3716 0.1571
H 2.2722 -1.8692 -1.1265
```


Record 2
Entry from the Open Molecules 2025 dataset: a cluster of 2 separate species, CH6IN4 in total (ωB97M-V with the def2-TZVPD basis set).

Values from the calculation:
* lowest unoccupied orbital energy: -4.70 eV
* gap between HOMO and LUMO: 8.8 eV
* HOMO energy: -13.48 eV
* net charge: +1
* total energy: -558.0699 a.u.
* maximum force: 4.55 eV/A

The geometry in XYZ format:
```
12
CH6IN4, DFT ωB97M-V with the def2-TZVPD basis set
C -0.4648 1.1787 0.3790
N -0.6188 -0.0531 0.1151
N -0.3084 -1.2242 0.3855
N -1.1100 -2.1969 -0.0368
N -0.0118 2.1806 -0.3590
I 2.9295 0.0091 -0.0735
H -1.0462 1.5815 1.2060
H -1.7254 -1.9079 -0.8126
H -0.7001 -3.0690 -0.0293
H 0.6012 1.8764 -1.1805
H 2.8779 -1.4216 0.4594
H -0.4230 3.0464 -0.0534
```


Record 3
Entry from the Open Molecules 2025 dataset: a structure of composition C21H24MoN2O3S2Se2 (ωB97M-V with the def2-TZVPD basis set).

Values from the calculation:
* lowest unoccupied orbital energy (spin up / spin down): -9.48 / -9.43 eV
* gap between HOMO and LUMO (spin up / spin down): 3.9 / 3.9 eV
* HOMO energy (spin up / spin down): -13.37 / -13.37 eV
* net charge: +2
* total energy: -6816.6743 a.u.
* maximum force: 2.60 eV/A

The geometry in XYZ format:
```
55
C21H24MoN2O3S2Se2, DFT ωB97M-V with the def2-TZVPD basis set
Mo -0.0188 -0.3101 0.1160
C 0.6749 4.1396 -0.4227
C 0.9052 2.7154 -0.0603
N -0.1239 1.8911 0.0526
N -1.3248 2.4873 -0.1029
C -2.3249 1.7926 -0.4435
S -2.1598 0.0344 -0.7192
S -3.9138 2.5172 -0.6117
C -3.8687 3.1131 -2.3708
C -3.1209 4.3950 -2.5109
C -1.8822 4.4440 -3.1475
C -1.2559 5.6611 -3.3595
C -1.8412 6.8382 -2.9096
C -3.0659 6.7962 -2.2587
C -3.6979 5.5837 -2.0519
C 2.2614 2.2422 0.0502
C 3.3342 3.1045 0.3453
C 4.6374 2.6635 0.2995
C 4.9248 1.3530 -0.0820
C 3.9040 0.4767 -0.3876
C 2.5770 0.9000 -0.3013
O 1.5740 0.0801 -0.5475
H -0.2867 4.2551 -0.9182
H 1.4648 4.5204 -1.0627
H 0.6469 4.7560 0.4767
H -4.9275 3.2567 -2.5866
H -3.4730 2.3028 -2.9815
H -1.4365 3.5370 -3.5330
H -0.3179 5.6970 -3.8920
H -1.3419 7.7810 -3.0667
H -3.5305 7.7088 -1.9219
H -4.6586 5.5548 -1.5603
H 3.1196 4.1146 0.6573
H 5.4447 3.3321 0.5547
H 5.9472 1.0123 -0.1229
H 4.0977 -0.5469 -0.6812
O 1.4080 -4.0929 4.1954
C 0.0110 -3.9990 4.1341
C -0.3316 -2.9966 2.9872
C -1.8527 -2.8786 2.8569
O -2.1444 -1.9168 1.8516
C 0.3058 -1.6747 3.4096
Se -0.1245 0.0369 2.4603
C 0.2933 -3.6304 1.7448
Se 0.1589 -2.6258 0.0589
H 1.6768 -4.7545 4.8444
H -0.4063 -3.6335 5.0813
H -0.4460 -4.9721 3.9165
H -2.2823 -2.5651 3.8147
H -2.2708 -3.8502 2.5741
H -3.1042 -1.8244 1.7968
H 1.3936 -1.7811 3.4077
H -0.0065 -1.4480 4.4322
H -0.1546 -4.6098 1.5626
H 1.3674 -3.7659 1.9121
```


Record 4
Entry from the Open Molecules 2025 dataset: a cluster of 6 separate species, C21H35N6O7P2S in total (ωB97M-V with the def2-TZVPD basis set).

Values from the calculation:
* lowest unoccupied orbital energy: -4.57 eV
* gap between HOMO and LUMO: 6.7 eV
* HOMO energy: -11.24 eV
* net charge: +1
* total energy: -2756.7653 a.u.
* maximum force: 12.88 eV/A

The geometry in XYZ format:
```
72
C21H35N6O7P2S, DFT ωB97M-V with the def2-TZVPD basis set
C 3.9496 2.3840 0.5039
C 3.1394 2.5319 1.8902
O 2.6379 1.3020 2.4836
C 1.7750 0.5717 1.5866
C 0.6588 1.4202 0.8633
C -0.3114 0.6446 -0.1439
C -1.4205 1.5903 -0.8508
C -0.8205 2.2437 -2.2340
C -1.5080 3.7265 -2.3570
O -2.9580 3.5033 -2.4045
C -0.1599 -0.9333 -0.3479
P -1.3131 -1.8627 -1.5712
O -2.5616 -2.7269 -0.7153
O -2.1685 -0.8202 -2.6412
S -0.3003 -3.0487 -2.7810
C 0.9893 -1.6806 0.5026
P 1.1688 -3.5960 0.3494
O -0.2226 -4.2985 0.1962
O 1.7787 -4.3189 1.8139
O 2.2205 -4.0590 -0.9168
N 1.9040 -0.9002 1.3890
C 3.0453 -1.5156 2.1654
H 3.8304 3.4047 -0.0580
H 3.5653 1.5823 -0.2228
H 5.0731 2.2927 0.7418
H 3.9010 2.9702 2.6637
H 2.3361 3.3764 1.7814
H 0.5190 2.5644 1.0328
H -1.5959 2.5064 -0.1435
H -2.4489 1.0959 -0.9865
H -0.9934 1.5852 -3.1603
H 0.3139 2.4341 -2.0397
H -1.3045 4.3117 -1.3705
H -1.1213 4.3085 -3.2722
H -3.3380 3.5723 -1.4821
H -3.2173 -2.0015 -0.5033
H -1.5045 -0.5748 -3.3484
H 2.6715 -4.7153 1.5988
H 2.2435 -3.3757 -1.6386
H 3.9753 -0.8101 2.2350
H 3.4397 -2.4214 1.5388
H 2.7575 -1.8231 3.2414
C -6.6391 2.2217 -0.9167
C -5.3603 2.4266 -0.1487
N -4.3388 2.5915 0.4620
H -6.9076 1.1631 -0.9168
H -7.4466 2.7940 -0.4559
H -6.5095 2.5564 -1.9475
C 4.2696 -3.8736 -4.4081
C 3.8080 -2.5612 -3.8314
N 3.4402 -1.5145 -3.3716
H 4.5910 -3.7325 -5.4420
H 5.1067 -4.2621 -3.8246
H 3.4524 -4.5977 -4.3848
C -5.2865 4.7841 -4.3238
C -6.5654 4.7463 -3.5324
N -7.5795 4.7137 -2.8924
H -4.5790 5.4688 -3.8522
H -4.8447 3.7864 -4.3617
H -5.4867 5.1244 -5.3420
C -0.2128 1.1775 6.0085
C 0.8039 1.3436 4.9092
N 1.6202 1.4749 4.0262
H 0.1726 1.6021 6.9376
H -1.1385 1.6903 5.7393
H -0.4247 0.1172 6.1623
C 2.5466 -6.6581 4.7467
C 3.5589 -6.4966 3.6440
N 4.3646 -6.3659 2.7633
H 2.9312 -6.2223 5.6710
H 1.6172 -6.1536 4.4744
H 2.3418 -7.7180 4.9108
```


Record 5
Entry from the Open Molecules 2025 dataset: the ion C5H10N3 with charge +2 (ωB97M-V with the def2-TZVPD basis set).

Values from the calculation:
* lowest unoccupied orbital energy (spin up / spin down): -7.73 / -11.68 eV
* gap between HOMO and LUMO (spin up / spin down): 11.4 / 8.8 eV
* multiplicity: 2
* HOMO energy (spin up / spin down): -19.14 / -20.48 eV
* net charge: +2
* ⟨S²⟩: 0.76
* total energy: -360.1236 a.u.
* maximum force: 1.55 eV/A

The geometry in XYZ format:
```
18
C5H10N3, DFT ωB97M-V with the def2-TZVPD basis set
C -0.1283 -2.2596 0.1624
C -0.5170 -1.0598 1.0165
C -0.3321 0.2640 0.3402
C -1.2299 1.4002 0.4679
N -0.6924 2.3549 -0.2889
C 0.4677 1.8755 -0.8082
N 0.6580 0.5879 -0.4640
N 1.3447 -2.2275 -0.2124
H -0.6716 -2.2944 -0.7831
H -0.3554 -3.1679 0.6830
H -1.5669 -1.0698 1.2999
H 0.0800 -1.0656 1.9367
H -2.0769 1.5611 1.1240
H -1.0747 3.2816 -0.3699
H 1.2594 2.4131 -1.3175
H 1.4821 -2.6728 -1.1264
H 1.5642 -1.2475 -0.4647
H 1.9613 -2.5275 0.5408
```


Record 6
Entry from the Open Molecules 2025 dataset: a cluster of 2 separate species, CH5O3 in total (ωB97M-V with the def2-TZVPD basis set).

Values from the calculation:
* lowest unoccupied orbital energy (spin up / spin down): -10.86 / -15.74 eV
* gap between HOMO and LUMO (spin up / spin down): 14.6 / 9.3 eV
* multiplicity: 2
* HOMO energy (spin up / spin down): -25.46 / -25.06 eV
* net charge: +2
* ⟨S²⟩: 0.75
* total energy: -265.9482 a.u.
* maximum force: 1.63 eV/A

The geometry in XYZ format:
```
9
CH5O3, DFT ωB97M-V with the def2-TZVPD basis set
O 2.4390 -0.7146 -0.1409
H 2.6268 -0.3957 0.7786
H 2.8123 0.0719 -0.6231
H 1.4427 -0.7466 -0.2556
O -0.2917 -0.4707 -0.1657
C -1.4404 0.0626 -0.0878
O -1.4639 1.2383 0.3843
H -2.2875 -0.4607 -0.5679
H -2.3864 1.5653 0.5149
```


Record 7
Entry from the Open Molecules 2025 dataset: the ion C6H10N5O with charge +1 (ωB97M-V with the def2-TZVPD basis set).

Values from the calculation:
* lowest unoccupied orbital energy: -3.26 eV
* gap between HOMO and LUMO: 9.8 eV
* SMILES: N[C@H](O)c1nccnc1NC=[NH2+]
* HOMO energy: -13.11 eV
* net charge: +1
* total energy: -583.3806 a.u.
* maximum force: 6.94 eV/A

The geometry in XYZ format:
```
22
C6H10N5O, DFT ωB97M-V with the def2-TZVPD basis set
C -3.0302 0.3602 -0.2704
C -2.9672 -0.9932 -0.0635
C -0.8499 0.5734 0.0772
C -0.7375 -0.8103 0.3287
C 0.3099 1.6231 0.3686
C 1.5463 -1.1808 -0.2340
N -1.9913 1.1316 -0.0596
N -1.8356 -1.5948 0.1494
N 0.5238 -1.4339 0.5439
N 2.6982 -1.7476 -0.2254
N 1.0421 1.5767 -0.8997
O 1.0264 1.1023 1.3361
H -3.8928 0.9690 -0.4292
H -3.7087 -1.7129 -0.2652
H -0.1537 2.6058 0.5425
H 1.3957 -0.3795 -1.0379
H 0.6265 -2.1088 1.3512
H 2.9275 -2.4019 0.4654
H 3.4195 -1.3245 -0.8536
H 0.2883 1.6779 -1.5891
H 1.6677 2.3435 -1.1145
H 1.6950 1.7246 1.8790
```


Record 8
Entry from the Open Molecules 2025 dataset: the molecule C8H15N2O4P (ωB97M-V with the def2-TZVPD basis set).

Values from the calculation:
* lowest unoccupied orbital energy: 0.39 eV
* gap between HOMO and LUMO: 9.2 eV
* HOMO energy: -8.84 eV
* total energy: -1065.6051 a.u.
* maximum force: 4.77 eV/A

The geometry in XYZ format:
```
30
C8H15N2O4P, DFT ωB97M-V with the def2-TZVPD basis set
C 0.4035 -1.1361 -0.9456
C 2.3739 -0.1740 -0.4442
C 1.0187 -1.9424 -1.7924
C 2.1201 0.3594 1.9087
C 1.5555 2.0516 0.1366
C -2.1805 0.7115 -2.2089
C -2.3675 -1.2095 1.8584
C 2.4886 0.8993 0.5224
N 3.0243 -0.8936 -1.2005
N 0.5124 -2.8699 -2.6628
O -2.1551 -2.0642 -0.9920
O 2.4148 -1.8429 -1.9390
O -1.7981 0.4863 -0.8680
O -1.2080 -0.8703 1.1171
P -1.2727 -1.0002 -0.4811
H 1.0896 0.0115 1.8997
H 2.2269 1.1465 2.6527
H 2.7698 -0.4677 2.1868
H 0.5242 1.7059 0.1531
H 1.7829 2.4207 -0.8616
H 1.6683 2.8666 0.8467
H -2.7620 -0.1315 -2.5886
H -1.2990 0.8513 -2.8407
H -2.7874 1.6166 -2.2161
H -2.9197 -0.3050 2.1238
H -2.0418 -1.7204 2.7660
H -3.0123 -1.8698 1.2744
H 3.5303 1.2509 0.5245
H -0.4199 -3.1758 -2.4241
H 1.1558 -3.5891 -2.9530
```


What did the sixth record say?
Entry from the Open Molecules 2025 dataset: a cluster of 2 separate species, CH5O3 in total (ωB97M-V with the def2-TZVPD basis set).

Values from the calculation:
* lowest unoccupied orbital energy (spin up / spin down): -10.86 / -15.74 eV
* gap between HOMO and LUMO (spin up / spin down): 14.6 / 9.3 eV
* multiplicity: 2
* HOMO energy (spin up / spin down): -25.46 / -25.06 eV
* net charge: +2
* ⟨S²⟩: 0.75
* total energy: -265.9482 a.u.
* maximum force: 1.63 eV/A

The geometry in XYZ format:
```
9
CH5O3, DFT ωB97M-V with the def2-TZVPD basis set
O 2.4390 -0.7146 -0.1409
H 2.6268 -0.3957 0.7786
H 2.8123 0.0719 -0.6231
H 1.4427 -0.7466 -0.2556
O -0.2917 -0.4707 -0.1657
C -1.4404 0.0626 -0.0878
O -1.4639 1.2383 0.3843
H -2.2875 -0.4607 -0.5679
H -2.3864 1.5653 0.5149
```


- Which formula does entry 5 have?
  C5H10N3


- Which of these has the lowest maximum force?
  C5H10N3